A cluster of 10 separate species, C37H74O17 in total at a distorted geometry, computed with ωB97M-V with the def2-TZVPD basis set.

Structure (ORCA input):
```
! RIJCOSX wB97M-V def2-TZVPD def2/J DEFGRID3
* xyz 0 1
O -5.43236 -7.55308 0.85676
C -5.70763 -6.72648 1.73048
O -4.93712 -5.98039 2.38453
C -3.48556 -6.08603 2.11650
C -2.65249 -5.54174 3.25390
C -7.21593 -6.50041 2.22036
H -3.10619 -5.51575 1.25510
H -3.15390 -7.19388 2.02098
H -3.27290 -4.69527 3.62895
H -1.58437 -5.26997 2.91216
H -2.73766 -5.97258 4.21049
H -7.70854 -7.40285 1.96037
H -7.43955 -5.67859 1.50742
H -7.27436 -6.01658 3.15560
O -1.27688 -0.32837 3.00974
C -1.21507 -0.95882 1.96006
O -0.09975 -0.71297 1.08944
C 0.78720 0.23946 1.34061
C 1.81748 0.41555 0.34071
C -2.20237 -1.97146 1.42102
H 1.64760 0.11253 2.02416
H 0.47593 1.12198 1.75259
H 2.41043 -0.48186 -0.06969
H 2.66839 1.04367 0.66087
H 1.32146 0.79049 -0.49539
H -1.78777 -3.02643 1.31979
H -2.74965 -1.57526 0.67003
H -3.13896 -2.00769 2.13145
O 4.50345 2.46058 -5.48999
C 5.32512 2.92433 -4.76603
O 5.50724 3.00044 -3.35175
C 4.52511 2.26984 -2.60013
C 4.94206 2.63603 -1.17732
C 6.31086 3.87734 -5.28009
H 4.71327 1.10445 -2.82632
H 3.58478 2.51039 -2.93280
H 4.37524 2.12769 -0.50447
H 4.90827 3.75620 -1.10594
H 5.83696 2.43780 -0.92188
H 6.93136 3.58013 -6.02544
H 7.10774 4.26555 -4.53947
H 5.83740 4.86976 -5.86162
O -3.71580 3.21053 -4.21204
C -2.65857 3.14848 -3.47933
O -2.64468 2.80448 -2.28909
C -3.74420 2.20894 -1.72572
C -3.60888 1.93897 -0.26231
C -1.47176 3.89619 -3.96793
H -4.20557 1.19937 -2.21980
H -4.54736 3.01609 -1.60597
H -4.62894 1.47649 0.12780
H -3.27135 2.91235 0.36620
H -2.77358 1.26999 -0.17098
H -1.10415 4.61864 -3.17523
H -1.61225 4.49352 -4.80297
H -0.80335 3.14947 -4.31361
O 5.78346 0.25049 2.11536
C 5.37716 0.07430 3.24531
O 4.53337 0.79856 3.90688
C 3.95665 2.01045 3.25680
C 3.51144 2.94553 4.47151
C 5.60226 -1.16776 3.97860
H 3.08839 1.65439 2.64593
H 4.65457 2.62892 2.59673
H 3.10177 3.82135 4.17775
H 4.52229 3.06060 5.02219
H 2.84998 2.29074 5.16376
H 4.65732 -1.36933 4.63648
H 6.38836 -0.91244 4.64268
H 5.76624 -1.95437 3.28081
O 3.36478 -1.86193 -1.77336
C 3.56439 -2.61179 -0.87108
O 2.55975 -3.39773 -0.32211
C 1.27278 -3.44502 -0.93582
C 0.40323 -4.34719 -0.06471
C 4.86964 -2.70454 -0.04811
H 1.45252 -3.69446 -1.86269
H 0.60514 -2.65652 -0.87918
H -0.61312 -4.20057 -0.28375
H 0.43459 -4.22249 0.96079
H 0.79090 -5.31150 -0.12541
H 4.66442 -2.89796 1.01044
H 5.08683 -1.72956 -0.15569
H 5.40857 -3.51496 -0.38875
O 1.15284 1.55379 -3.66431
C 1.22543 0.35161 -4.00862
O 0.27852 -0.54573 -3.94550
C -0.95761 -0.15092 -3.32666
C -1.75323 -1.49245 -3.00105
C 2.48989 -0.33629 -4.45211
H -1.54716 0.37039 -4.02999
H -0.94010 0.40632 -2.42675
H -1.00770 -2.06987 -2.19130
H -1.89209 -1.94315 -3.91365
H -2.65521 -1.37741 -2.58977
H 2.40848 0.01190 -5.53622
H 2.23024 -1.38810 -4.41963
H 3.43755 0.02420 -3.97258
C -5.47343 -1.69593 -0.96355
C -4.97187 -3.16834 -1.01207
O -3.70265 -3.29556 -1.22446
C -5.86730 -4.27058 -0.78016
H -6.15349 -1.40945 -1.89074
H -4.74530 -0.81824 -0.91551
H -6.02867 -1.39852 -0.06368
H -5.41775 -5.28317 -0.96294
H -6.85260 -4.35467 -1.50330
H -6.09397 -4.15715 0.22017
C -0.67639 2.44480 4.47885
C -1.75587 3.30611 4.99549
O -2.62762 3.07037 6.01069
C -1.97045 4.71225 4.29966
H 0.14333 3.01717 4.43236
H -1.02327 2.04429 3.30067
H -0.36638 1.53190 4.96758
H -1.29738 5.31028 4.83368
H -2.96286 4.92461 4.10349
H -1.61650 4.74122 3.28800
C -0.80073 5.24506 0.02441
C 0.41834 4.39919 0.29569
O 0.89101 4.05269 1.47190
C 1.17247 4.11078 -0.90921
H -0.62284 5.87466 -0.83436
H -1.00731 5.87856 0.95085
H -1.74240 4.73944 -0.14623
H 0.82569 3.55029 -1.76472
H 1.72782 3.38968 -0.46739
H 1.90298 4.86750 -1.41313
*
```

## Properties
Energy above the lowest of the compared OMol25 structures with the same formula, charge and spin (eV): 14.5532
Lowest unoccupied orbital energy (eV): 0.2
Orbital gap (hartree): 0.349
SMILES: CCOC(C)=O.CCOC(C)=O.CCOC(C)=O.CCOC(C)=O.CCOC(C)=O.CCOC(C)=O.CCOC(C)=O.CC(C)=O.CC(C)=O.CC(C)=O
E_HOMO (eV): -9.28

A structure of composition C37H75F3I2N4O14P4 at a distorted geometry, computed with ωB97M-V with the def2-TZVPD basis set.

Structure (ORCA input):
```
! RIJCOSX wB97M-V def2-TZVPD def2/J DEFGRID3
* xyz 0 1
C 2.22579 0.89003 3.08551
C 1.34657 1.61438 2.06479
C 2.19873 2.23824 0.94634
I 2.83049 4.16859 1.71490
C 1.62281 2.32294 -0.50386
O 1.27800 3.65559 -0.88759
C 2.12378 4.36455 -1.72205
I 1.63058 4.25765 -3.87103
C 1.88351 5.88493 -1.39586
C 0.62491 6.13341 -0.63833
N 0.64920 6.83122 0.42086
P 4.00351 4.08639 -1.57073
N 4.62881 3.69876 -2.95627
C 0.57194 1.23606 -0.85805
C 1.15943 -0.15098 -0.59553
C 2.49111 -0.45118 -1.32306
C 3.62934 -0.57579 -0.36355
F 3.42364 -1.33341 0.75019
C 4.82128 0.00415 -0.54066
F 5.22965 0.45032 -1.74470
F 5.72452 0.20819 0.42740
C 0.46150 1.33661 -2.42637
N 0.04463 0.09837 -3.07901
C -1.38340 0.00312 -3.39383
N -0.81611 1.43556 -0.35541
P -1.66201 0.08764 0.35226
P -3.69963 0.17079 -0.47184
O -4.09492 -1.17874 -0.91395
O -4.69251 0.61535 0.71372
O -3.82403 1.21118 -1.68089
P -1.17316 2.89683 0.55656
C -1.88908 2.47025 2.20737
C -2.63846 3.71062 -0.20695
C -2.40670 4.08631 -1.67341
H 2.98773 0.28640 2.60374
H 2.76073 1.63850 3.66020
H 1.62288 0.28153 3.74476
H 0.53800 0.98117 1.72715
H 0.88168 2.42126 2.61757
H 3.13436 1.69918 0.90400
H 2.45307 2.03751 -1.13643
H 1.91485 6.48300 -2.29540
H 2.68039 6.22957 -0.74512
H -0.32331 5.75978 -1.01083
H -0.28884 6.91601 0.80225
H 4.16722 2.98968 -0.70208
H 4.66043 5.22437 -1.07538
H 5.33115 4.37093 -3.23776
H 1.30259 -0.36022 0.46066
H 0.48410 -0.91536 -0.94277
H 2.41166 -1.40741 -1.83542
H 2.76821 0.26906 -2.07746
H -0.26854 2.11920 -2.62596
H 1.40451 1.63068 -2.86525
H 0.54252 0.04972 -3.95440
H -1.90690 -0.39555 -2.53212
H -1.49215 -0.75028 -4.16556
H -1.82371 0.94872 -3.70819
H -1.33585 -1.14877 -0.24700
H -5.51327 0.15590 0.49620
H -4.66225 1.68109 -1.67789
H -1.23076 1.85811 2.80228
H -2.89944 2.07662 2.17171
H -1.95125 3.44222 2.69404
H -3.55362 3.14653 -0.04756
H -2.74771 4.61237 0.38994
H -1.34398 4.10726 -1.89406
H -2.79061 5.08875 -1.83701
H -2.92424 3.43988 -2.36746
O -2.62685 -0.34032 4.68791
C -3.48558 -1.10044 4.33248
O -4.41632 -1.48631 5.22189
C -5.58446 -2.22944 4.85886
C -5.32194 -3.71913 4.83147
C -3.49670 -1.69072 2.94262
H -5.99723 -1.86278 3.91746
H -6.31623 -2.00042 5.63142
H -4.58117 -3.98394 4.07587
H -6.24079 -4.26531 4.61900
H -4.93828 -4.04793 5.79692
H -2.85727 -2.57280 2.92792
H -3.08737 -0.94191 2.26599
H -4.48546 -1.95686 2.57725
O -1.22753 -2.42153 -5.40448
C -1.48553 -2.56240 -6.56900
O -2.00937 -1.52214 -7.24057
C -2.17811 -1.51500 -8.65978
C -3.48779 -2.15084 -9.07592
C -1.31611 -3.89383 -7.25828
H -1.32059 -1.97434 -9.15252
H -2.17312 -0.46310 -8.93956
H -3.52929 -3.20358 -8.79705
H -3.62113 -2.07512 -10.15520
H -4.32119 -1.65021 -8.58371
H -2.21256 -4.48919 -7.09156
H -0.47214 -4.40686 -6.80412
H -1.12446 -3.81931 -8.32649
O -5.58729 -5.46050 8.24369
C -4.94970 -4.84631 9.05105
O -4.69680 -3.54650 8.81150
C -4.11014 -2.66558 9.77236
C -2.59758 -2.72375 9.74142
C -4.35439 -5.50828 10.27229
H -4.51265 -2.85744 10.76812
H -4.44548 -1.67087 9.48536
H -2.22758 -3.71334 10.01114
H -2.17478 -1.99751 10.43562
H -2.23519 -2.50149 8.73814
H -3.39446 -5.94466 10.00059
H -5.02598 -6.30264 10.58632
H -4.21970 -4.83997 11.11942
O 7.09297 6.08963 -2.35610
C 7.88607 5.29978 -1.92043
O 7.85787 4.04374 -2.38534
C 8.84724 3.06090 -2.07903
C 8.53581 2.33734 -0.78567
C 8.84296 5.66412 -0.80903
H 9.84515 3.50212 -2.07913
H 8.81488 2.35930 -2.91016
H 8.54505 3.01606 0.06785
H 9.26602 1.54830 -0.60507
H 7.54251 1.89124 -0.83772
H 8.33805 5.52783 0.14642
H 9.10723 6.71220 -0.92087
H 9.76728 5.09141 -0.81315
O -0.04216 -5.90188 -4.70476
C 0.00725 -5.60576 -3.54291
O 0.01967 -6.59453 -2.62710
C 0.26691 -6.36394 -1.23970
C -0.99761 -5.99142 -0.49342
C -0.03008 -4.16949 -3.08111
H 1.05741 -5.62433 -1.10593
H 0.65479 -7.30800 -0.86070
H -1.41922 -5.05505 -0.85926
H -0.79289 -5.88401 0.57228
H -1.75449 -6.76357 -0.62868
H -1.06750 -3.84719 -3.01001
H 0.46857 -3.55867 -3.82644
H 0.47315 -3.99682 -2.13113
*
```

## Properties
Lowest unoccupied orbital energy (eV): 0.2
Orbital gap (hartree): 0.298
E_HOMO (eV): -7.89

A cluster of 6 separate species, C37H76F9 in total, computed with ωB97M-V with the def2-TZVPD basis set.

Structure (ORCA input):
```
! RIJCOSX wB97M-V def2-TZVPD def2/J DEFGRID3
* xyz -1 1
C 2.88398 -1.27079 0.07174
C 2.87449 -0.14388 -0.95206
C 2.39754 1.19249 -0.37444
C 1.18978 1.21945 0.53647
F 0.93599 2.56573 0.80850
F 1.34947 0.65719 1.74386
C -0.17101 0.73300 -0.05666
F -1.16073 1.26902 0.70894
F -0.29647 1.27274 -1.29301
C -0.51462 -0.78829 -0.18685
F -0.14618 -1.47326 0.89400
F 0.04121 -1.28252 -1.29215
C -2.04507 -1.05172 -0.32253
F -2.65267 -0.92624 0.85793
F -2.62858 -0.21845 -1.19034
F -2.24545 -2.29735 -0.75073
H 3.44811 -0.93539 0.96623
H 3.45025 -2.12333 -0.34499
H 3.85514 0.09748 -1.43361
H 2.21211 -0.39726 -1.80138
H 3.19302 1.66349 0.21967
H 2.14315 1.89828 -1.17892
C -6.67825 2.07495 -6.34475
C -5.16418 2.11102 -6.52420
C -4.47868 0.78512 -6.19743
C -4.66348 0.30534 -4.75619
C -4.20479 1.29546 -3.68624
C -2.72384 1.64471 -3.77787
H -6.95456 1.86624 -5.31015
H -7.13137 3.02898 -6.61938
H -7.12524 1.29916 -6.97122
H -4.74332 2.90741 -5.90429
H -4.93101 2.37903 -7.55857
H -3.41157 0.87584 -6.41653
H -4.86052 0.01293 -6.87409
H -4.10766 -0.62912 -4.62997
H -5.71455 0.05452 -4.58479
H -4.41255 0.86313 -2.70513
H -4.80083 2.21187 -3.74418
H -2.10326 0.75006 -3.70087
H -2.42607 2.31675 -2.97241
H -2.48486 2.13685 -4.72323
C -1.83491 4.30846 1.59407
C -1.50608 3.85568 3.01036
C -2.73612 3.46581 3.82841
C -3.75580 4.58851 4.03147
C -3.19599 5.85058 4.68634
C -2.63028 5.61158 6.08236
H -2.45042 5.21137 1.58313
H -0.92209 4.51938 1.03602
H -2.37167 3.52606 1.05418
H -0.94452 4.64077 3.52680
H -0.83598 2.99525 2.95313
H -2.41339 3.08366 4.80116
H -3.23617 2.62800 3.33177
H -4.57832 4.20665 4.64624
H -4.19879 4.85708 3.06846
H -3.99244 6.59836 4.74411
H -2.41990 6.28377 4.04938
H -3.39280 5.19315 6.74394
H -2.27362 6.54147 6.52867
H -1.79127 4.91476 6.06066
C 1.04700 1.64989 -4.57622
C 2.02166 0.79420 -5.37942
C 3.38790 0.64191 -4.71036
C 4.13542 1.95478 -4.47377
C 4.36797 2.79983 -5.72587
C 5.20264 2.09482 -6.79018
H 1.41236 2.67262 -4.46098
H 0.07194 1.70598 -5.06376
H 0.90100 1.23487 -3.57714
H 2.13669 1.21450 -6.38442
H 1.59456 -0.20312 -5.51619
H 4.00655 -0.03130 -5.31192
H 3.25680 0.14830 -3.74519
H 5.10166 1.72305 -4.01456
H 3.59380 2.55341 -3.73659
H 4.86842 3.72782 -5.43402
H 3.40741 3.09802 -6.15683
H 6.17555 1.80226 -6.38808
H 5.37696 2.74292 -7.65134
H 4.70936 1.19143 -7.15226
C 1.93990 -4.85200 0.51899
C 3.40774 -4.83053 0.11407
C 4.10787 -6.18626 0.20014
C 4.13484 -6.80120 1.60152
C 4.75768 -5.90930 2.67476
C 6.21517 -5.55465 2.40055
H 1.81023 -5.15204 1.56222
H 1.52106 -3.85018 0.40748
H 1.36972 -5.54920 -0.10391
H 3.92831 -4.08873 0.72365
H 3.48377 -4.45948 -0.91056
H 5.13208 -6.08376 -0.17225
H 3.61147 -6.89196 -0.47582
H 4.68597 -7.74844 1.56240
H 3.11554 -7.05570 1.90504
H 4.68654 -6.42089 3.63961
H 4.17482 -4.99034 2.77331
H 6.82596 -6.45731 2.31039
H 6.63048 -4.94706 3.20622
H 6.31960 -4.98512 1.47630
C -1.35632 -0.25458 4.03387
C -0.27117 -0.96926 4.83135
C -0.36881 -2.49208 4.75399
C -1.67541 -3.07959 5.29138
C -2.00076 -2.70665 6.73708
C -0.95100 -3.17769 7.73824
H -2.35748 -0.46876 4.41596
H -1.21524 0.82548 4.06676
H -1.31787 -0.56392 2.98953
H -0.29940 -0.64055 5.87586
H 0.70549 -0.67058 4.44316
H 0.47958 -2.93257 5.28587
H -0.25533 -2.79548 3.70905
H -1.62669 -4.17095 5.20977
H -2.50491 -2.76734 4.65116
H -2.96976 -3.14022 7.00175
H -2.12163 -1.62288 6.82074
H -0.82358 -4.26174 7.68562
H -1.23670 -2.92328 8.76060
H 0.02026 -2.72038 7.54434
*
```

## Properties
Energy above the lowest of the compared OMol25 structures with the same formula, charge and spin (eV): 0.0000
Lowest unoccupied orbital energy (eV): 2.6
Orbital gap (hartree): 0.159
E_HOMO (eV): -1.77